No. 1
C3H2F4 | wB97M-V/def2-TZVPD

Geometry (Å):
1 C -0.7380 1.0122 0.5874
2 C 0.9407 -1.5421 -2.4023
3 C -0.2813 0.9902 1.8753
4 F -1.6693 1.8668 0.1715
5 F 0.6621 -2.6938 -1.8241
6 F -0.6381 1.7516 2.9229
7 F 0.5904 0.1079 2.1802
8 H -0.3771 0.4241 -0.1999
9 H 1.5105 -1.9169 -3.3110

Calculated values
**LUMO level**: -0.75 eV
**HOMO**: -9.473 eV
**Frontier orbital gap**: 8.7 eV
**DFT total energy**: -514.7834 Eh
**Net charge**: 0



No. 2
C12H11ClO | wB97M-V/def2-TZVPD

Geometry (Å):
1 C 3.5408 -0.4367 0.4345
2 C 3.1576 0.5894 -0.4607
3 C 2.5283 -1.1876 1.0822
4 C 1.8349 0.8248 -0.6965
5 C 1.2269 -1.0601 0.6696
6 C 0.8511 -0.0820 -0.3066
7 C -2.4569 -1.4602 -0.6854
8 C -1.2074 -1.4043 -1.1309
9 C -2.9620 -0.2742 -0.0971
10 C -0.4412 -0.1001 -0.9481
11 C -1.8066 0.4632 0.5516
12 C -1.8642 2.0610 0.5559
13 O -4.1122 0.0998 -0.1599
14 Cl -1.2759 -0.2859 1.9499
15 H 4.5525 -0.5605 0.7485
16 H 3.8511 1.3497 -0.8078
17 H 2.7789 -1.8851 1.8318
18 H 1.5342 1.5272 -1.4143
19 H 0.6041 -1.7758 1.2068
20 H -3.1997 -2.2329 -0.7197
21 H -0.6836 -2.2021 -1.6894
22 H -0.6636 0.7012 -1.6802
23 H -2.6365 2.5593 -0.1767
24 H -0.8629 2.4068 0.4730
25 H -2.2874 2.3651 1.4696

Calculated values
**LUMO level**: 0.23 eV
**HOMO**: -8.275 eV
**Frontier orbital gap**: 8.5 eV
**DFT total energy**: -999.1926 Eh
**Net charge**: 0



No. 3
C42H91F15N4O42P6 | wB97M-V/def2-TZVPD

Geometry (Å):
1 C -0.8730 -0.2554 -0.3559
2 N 0.6232 -0.4652 -0.1058
3 O 1.2257 -0.9117 -1.1210
4 O 1.0569 -0.3543 1.0100
5 H -1.0920 -0.5835 -1.3720
6 H -1.1791 0.7867 -0.2645
7 H -1.4848 -0.8504 0.3223
8 C 3.9400 1.2904 0.3071
9 N 5.1560 1.2000 -0.5255
10 O 6.1900 0.7416 -0.0065
11 O 5.0042 1.5436 -1.7128
12 H 3.1196 1.7930 -0.2052
13 H 4.1720 1.9611 1.1344
14 H 3.6870 0.3212 0.7369
15 C 1.9664 -3.6810 5.1002
16 N 0.9166 -4.3876 4.2911
17 O 0.8082 -4.2642 3.0467
18 O 0.1697 -5.1408 4.9172
19 H 1.6258 -2.6619 5.2836
20 H 2.8795 -3.6985 4.5052
21 H 2.0976 -4.2358 6.0293
22 C 3.0661 -3.6472 0.8935
23 N 4.0211 -2.8103 1.6445
24 O 5.1948 -3.1369 1.6957
25 O 3.5132 -1.7491 2.0589
26 H 3.1889 -3.4105 -0.1634
27 H 2.0530 -3.3046 1.1041
28 H 3.2228 -4.6449 1.3036
29 C -0.9568 -3.6734 -6.1990
30 O 0.2733 -3.3953 -5.5866
31 P 0.2821 -2.7567 -4.1251
32 O -0.7822 -1.7586 -3.8056
33 O 0.3168 -4.1031 -3.2395
34 C -0.5414 -4.1646 -2.0998
35 O 1.8622 -2.3420 -3.9955
36 C 2.3905 -1.2242 -4.7129
37 H -1.2748 -4.7120 -6.1086
38 H -1.0894 -3.4330 -7.2538
39 H -1.8039 -3.1724 -5.7303
40 H -0.2112 -3.3832 -1.4152
41 H -0.4870 -5.1160 -1.5707
42 H -1.5283 -3.7904 -2.3721
43 H 2.8863 -0.4448 -4.1343
44 H 1.5866 -0.6861 -5.2152
45 H 3.1454 -1.6425 -5.3787
46 C 1.2798 6.4386 1.3479
47 O 0.8099 6.2243 2.7017
48 P 1.8429 5.5413 3.8012
49 O 3.0630 6.2754 4.1506
50 O 0.9249 5.3366 5.0649
51 C 0.7364 6.3776 5.9763
52 O 2.0184 4.0451 3.2307
53 C 2.5305 3.0151 4.0610
54 H 1.9225 5.6005 1.0783
55 H 1.9034 7.3149 1.1704
56 H 0.3746 6.4056 0.7417
57 H 1.5711 7.0734 6.0609
58 H 0.5592 5.9565 6.9659
59 H -0.2488 6.7872 5.7532
60 H 1.9562 2.1011 4.2120
61 H 2.9359 3.2197 5.0519
62 H 3.4456 2.6597 3.5874
63 C 5.5270 -5.5979 -6.1485
64 O 4.3724 -6.3276 -5.7002
65 P 4.1430 -7.1021 -4.3161
66 O 2.8939 -7.9467 -4.2228
67 O 5.5665 -7.9656 -4.1733
68 C 5.8849 -8.4733 -2.9088
69 O 4.2838 -5.9697 -3.1183
70 C 3.5061 -4.7464 -3.3806
71 H 6.4156 -5.7952 -5.5490
72 H 5.3396 -4.5290 -6.2506
73 H 5.9612 -5.8699 -7.1106
74 H 6.4488 -9.3812 -3.1223
75 H 4.9917 -8.6853 -2.3211
76 H 6.4695 -7.6581 -2.4824
77 H 4.2013 -3.9444 -3.1325
78 H 2.7216 -4.6843 -2.6265
79 H 3.2385 -4.4380 -4.3913
80 C -7.3411 5.5153 -0.7244
81 O -6.6068 5.9191 -1.9625
82 P -5.0274 5.9107 -1.8985
83 O -4.4636 6.2409 -0.5520
84 O -4.6046 4.4106 -2.5339
85 C -4.5695 3.2116 -1.7894
86 O -4.5143 6.9334 -3.0419
87 C -4.3383 8.3602 -2.7169
88 H -6.7733 5.7587 0.1736
89 H -7.5133 4.4400 -0.7732
90 H -8.3105 6.0105 -0.7806
91 H -4.9453 3.2796 -0.7685
92 H -3.5279 2.9638 -1.5852
93 H -5.0347 2.2842 -2.1234
94 H -5.0114 9.0706 -3.1968
95 H -3.4624 8.7206 -3.2564
96 H -4.1579 8.5255 -1.6547
97 C 3.6268 0.4446 5.4601
98 O 3.1249 1.0172 6.6559
99 P 2.8217 0.1204 7.9235
100 O 2.3052 -1.2203 7.6242
101 O 4.1806 0.2564 8.7572
102 C 4.3101 -0.7353 9.8091
103 O 1.7782 1.0452 8.7905
104 C 2.0989 2.4446 9.0490
105 H 4.4389 1.1251 5.2042
106 H 2.8551 0.1558 4.7465
107 H 4.2466 -0.3993 5.7629
108 H 4.6329 -1.6766 9.3642
109 H 3.3708 -0.9706 10.3097
110 H 5.0314 -0.5179 10.5969
111 H 1.5471 2.8012 9.9188
112 H 1.8028 3.2191 8.3414
113 H 3.1653 2.4697 9.2730
114 C -1.1796 3.0969 2.1201
115 O -0.5157 2.4396 3.1358
116 P -1.3994 1.8120 4.4058
117 O -2.4151 0.7949 3.9754
118 O -2.0767 3.1291 5.1822
119 C -2.6895 2.9574 6.4712
120 O -0.2850 1.2975 5.4426
121 C -0.3050 0.0115 5.9202
122 H -0.5102 3.0814 1.2599
123 H -1.2642 4.1419 2.4183
124 H -2.1044 2.6645 1.7383
125 H -1.8895 3.2454 7.1532
126 H -2.8040 1.9023 6.7198
127 H -3.5604 3.5666 6.7126
128 H 0.5116 -0.7003 5.7997
129 H -1.1805 -0.5035 5.5248
130 H -0.3664 0.1824 6.9950
131 C -1.4894 5.6199 -2.1615
132 C -0.0476 5.8210 -2.8035
133 O 0.5725 4.5842 -3.1978
134 C 0.0148 3.8059 -4.2266
135 O -1.0309 4.0860 -4.8475
136 C 0.9243 2.6060 -4.6861
137 F 1.0012 2.5462 -6.0053
138 F 2.1796 2.8237 -4.2465
139 F 0.5053 1.4870 -4.1948
140 H -1.4506 5.0677 -1.2226
141 H -2.1077 5.0134 -2.8233
142 H -2.0398 6.5489 -2.0124
143 H 0.6664 6.3673 -2.1871
144 H -0.1321 6.4087 -3.7176
145 C -5.1919 -1.8427 -1.5104
146 C -4.4410 -3.1804 -1.4799
147 O -4.4844 -3.8311 -0.2030
148 C -3.4459 -3.6198 0.6455
149 O -2.4374 -2.9573 0.3907
150 C -3.5624 -4.3869 1.9362
151 F -3.7377 -3.5642 2.9880
152 F -4.5130 -5.3303 1.8904
153 F -2.3420 -5.0400 2.1371
154 H -6.0338 -1.7365 -0.8262
155 H -5.5979 -1.6041 -2.4934
156 H -4.4477 -1.0869 -1.2595
157 H -3.4243 -3.1768 -1.8727
158 H -4.9151 -3.8911 -2.1569
159 C 10.2910 -5.7235 -2.3591
160 C 8.7240 -5.6430 -2.5012
161 O 8.1310 -4.4016 -1.9365
162 C 7.6948 -3.4520 -2.7960
163 O 7.7522 -3.5258 -4.0120
164 C 6.9751 -2.2668 -2.1132
165 F 5.7054 -2.1925 -2.5193
166 F 7.0463 -2.4443 -0.7767
167 F 7.5926 -1.0985 -2.5335
168 H 10.7755 -4.8069 -2.6955
169 H 10.5299 -6.5863 -2.9808
170 H 10.6000 -5.9564 -1.3401
171 H 8.3512 -6.3643 -1.7740
172 H 8.2448 -5.8755 -3.4522
173 C -11.3550 -0.0243 1.4615
174 C -10.2659 -0.2542 2.5402
175 O -8.9774 0.2461 2.1738
176 C -8.0583 -0.4674 1.5600
177 O -8.1131 -1.6686 1.4723
178 C -6.8432 0.2442 1.0993
179 F -5.7853 -0.4496 1.4830
180 F -6.8346 0.4404 -0.2394
181 F -6.7118 1.5048 1.6241
182 H -10.9401 -0.5237 0.5860
183 H -11.3723 1.0162 1.1372
184 H -12.3898 -0.3454 1.5799
185 H -10.1274 -1.2994 2.8167
186 H -10.5863 0.2501 3.4519
187 C -3.2120 -0.4452 -4.8482
188 C -2.8578 -0.1418 -6.2557
189 O -3.6465 1.0288 -6.4619
190 C -3.2692 2.0587 -7.3742
191 O -2.2688 1.9719 -8.1712
192 C -4.1997 3.3602 -7.2439
193 F -5.4550 2.9578 -7.2775
194 F -4.0840 3.9612 -6.0295
195 F -4.0356 4.2500 -8.1903
196 H -2.8423 0.3392 -4.1877
197 H -2.8547 -1.4406 -4.5843
198 H -4.2940 -0.4278 -4.7178
199 H -3.2138 -0.7365 -7.0969
200 H -1.8405 0.2358 -6.3582

Calculated values
**LUMO level**: 0.17 eV
**HOMO**: -10.152 eV
**Frontier orbital gap**: 10.3 eV
**DFT total energy**: -8580.1465 Eh
**Net charge**: 0



No. 4
C38H42N3O4OsP2SSi2 | wB97M-V/def2-TZVPD

Geometry (Å):
1 Os 1.4168 0.4452 1.3219
2 C -2.7831 4.7093 0.5310
3 Si -1.2081 3.8295 0.9998
4 C -0.8219 3.9739 2.8036
5 C 0.0628 4.8116 -0.0017
6 N -1.2418 2.2233 0.5398
7 P -1.4251 0.8867 -0.1809
8 C -0.0121 -0.1141 0.0525
9 P 0.9922 -1.1029 -0.8931
10 N 2.3128 -1.1922 0.0491
11 Si 3.6573 -2.1283 0.4919
12 C 3.6378 -3.6643 -0.4849
13 C 3.5465 -2.4087 2.3624
14 C 5.2155 -1.4497 -0.3099
15 C 0.3073 -2.8308 -1.3314
16 C -0.5083 -3.4708 -0.3869
17 C -0.8709 -4.7707 -0.4928
18 C -0.6019 -5.3913 -1.7211
19 C 0.1592 -4.8686 -2.7341
20 C 0.5598 -3.5314 -2.5462
21 C 1.4751 -0.3730 -2.4979
22 C 2.4746 0.5554 -2.4469
23 C 2.7670 1.3185 -3.5686
24 C 2.0387 1.1766 -4.7332
25 C 1.0473 0.2190 -4.8012
26 C 0.7918 -0.5499 -3.6855
27 C -2.8153 -0.0833 0.4909
28 C -3.0547 -1.3946 0.0824
29 C -4.0353 -2.1617 0.5802
30 C -4.8728 -1.6220 1.5783
31 C -4.5519 -0.3709 2.1761
32 C -3.5008 0.3698 1.6433
33 C -1.8941 0.9146 -2.0115
34 C -1.5074 2.1040 -2.5936
35 C -1.6314 2.3317 -3.9672
36 C -2.2575 1.3081 -4.6782
37 C -2.5580 0.1036 -4.0728
38 C -2.3622 -0.1844 -2.7414
39 H -2.5104 5.7416 0.6714
40 H -3.5990 4.4059 1.2264
41 H -3.0700 4.5193 -0.4765
42 H -1.1969 4.8860 3.3187
43 H 0.2839 3.9724 2.9659
44 H -1.2182 3.1684 3.4748
45 H -0.4224 5.0202 -0.9239
46 H 0.9378 4.1611 -0.2220
47 H 0.3435 5.7162 0.4614
48 H 2.8827 -4.3773 -0.0222
49 H 4.6358 -4.0975 -0.4024
50 H 3.4381 -3.4915 -1.4888
51 H 2.5817 -2.8855 2.5827
52 H 3.7235 -1.4394 2.8900
53 H 4.2877 -3.1707 2.6988
54 H 5.1109 -0.3447 -0.3227
55 H 5.3055 -1.7546 -1.3434
56 H 6.1406 -1.7182 0.1796
57 H -0.8935 -2.9068 0.3886
58 H -1.5499 -5.2402 0.2069
59 H -0.9106 -6.4512 -1.9094
60 H 0.4050 -5.4201 -3.6852
61 H 1.1812 -2.9426 -3.2632
62 H 3.0682 0.6091 -1.5077
63 H 3.6152 2.0393 -3.4131
64 H 2.2871 1.7995 -5.5831
65 H 0.6496 0.0628 -5.8305
66 H -0.0566 -1.1818 -3.7029
67 H -2.3197 -1.8338 -0.5867
68 H -4.1442 -3.1730 0.2709
69 H -5.6890 -2.2059 1.9476
70 H -5.1357 0.0994 2.9260
71 H -3.3294 1.3966 1.9594
72 H -0.8820 2.7602 -1.9521
73 H -1.1823 3.2566 -4.3835
74 H -2.5014 1.4342 -5.7003
75 H -3.1144 -0.7187 -4.6521
76 H -2.7041 -1.0656 -2.3284
77 O 4.5029 1.7574 0.0854
78 S 3.5136 2.1750 1.0718
79 O 3.1898 0.9812 2.0737
80 O 2.1573 2.3109 0.5089
81 O 3.8721 3.3675 1.8541
82 N -2.7943 0.3665 7.5151
83 C -2.1603 0.3606 6.5531
84 C -1.2725 0.2991 5.3964
85 C -1.4505 -0.7434 4.4610
86 C -0.6497 -0.8012 3.3295
87 C 0.3960 0.1839 3.1716
88 C 0.5902 1.1865 4.1864
89 C -0.3493 1.3050 5.2031
90 H -2.2292 -1.4847 4.6965
91 H -0.7082 -1.6525 2.6810
92 H 1.3423 1.9543 4.0866
93 H -0.3464 2.1870 5.8346

Calculated values
**LUMO level (spin up / spin down)**: 2.19 / 1.44 eV
**HOMO (spin up / spin down)**: -4.874 / -5.924 eV
**Frontier orbital gap (spin up / spin down)**: 7.1 / 7.4 eV
**⟨S²⟩**: 6.023
**DFT total energy**: -3689.0950 Eh
**Spin multiplicity**: 5
**Net charge**: -1



No. 5
C3H5NO2 | wB97M-V/def2-TZVPD

Geometry (Å):
1 N 1.5588 0.4897 0.9482
2 C 1.1828 0.3025 -0.2420
3 O 0.3654 -0.8952 -0.6968
4 C -0.8166 -0.9698 0.0444
5 C -1.3107 0.4548 -0.1112
6 O -0.5141 1.3401 -0.3332
7 H 2.5252 0.7853 0.9761
8 H 1.5824 0.7026 -1.1677
9 H -0.6248 -1.2653 1.0897
10 H -1.5893 -1.6593 -0.3384
11 H -2.3591 0.7146 -0.1692

Calculated values
**LUMO level**: 0.47 eV
**HOMO**: -9.327 eV
**Frontier orbital gap**: 9.8 eV
**SMILES string**: [H]/N=C/OCC=O
**DFT total energy**: -322.4515 Eh
**Net charge**: 0



No. 6
C4H11N2 | wB97M-V/def2-TZVPD

Geometry (Å):
1 C -1.3019 0.1618 0.7374
2 C 1.6569 -0.5976 -0.3450
3 C -2.6853 0.4710 1.3230
4 C 1.0604 -0.7585 -1.6405
5 N -0.3166 0.9062 0.5353
6 N 2.6106 0.1895 -0.0805
7 H -1.1839 -0.8215 0.2141
8 H 1.1440 -1.0790 0.4529
9 H -3.4028 0.0926 0.4813
10 H -2.9058 1.4733 1.8229
11 H -2.9172 -0.4088 2.0251
12 H 0.4501 0.0679 -1.7874
13 H 0.4048 -1.6114 -1.5736
14 H 1.5925 -0.8856 -2.6557
15 H -0.4321 1.8698 0.6774
16 H 2.9811 0.7516 -0.8791
17 H 3.2453 0.1786 0.6925

Calculated values
**LUMO level**: -4.38 eV
**HOMO**: -13.759 eV
**Frontier orbital gap**: 9.4 eV
**DFT total energy**: -268.2055 Eh
**Net charge**: +1



No. 7
C5H9N3O3 | wB97M-V/def2-TZVPD

Geometry (Å):
1 C -2.3279 -1.0973 -0.4735
2 C -0.3842 1.7348 0.9346
3 C -0.0098 0.3146 0.5911
4 C 0.4362 -1.8888 1.4305
5 C 0.5930 0.9255 -1.6113
6 N -1.8444 2.0467 0.7009
7 N -2.4467 1.0776 0.2834
8 N -1.7021 0.0034 -0.0438
9 O -1.8201 -2.1642 -0.6651
10 O 0.3431 -0.4675 1.6132
11 O 0.8031 0.1407 -0.4587
12 H -3.3936 -1.0683 -0.6176
13 H -0.1723 1.9576 1.9822
14 H 0.1999 2.5049 0.4332
15 H 0.8279 -2.2903 2.3393
16 H 1.0909 -2.3397 0.6435
17 H -0.4921 -2.5618 1.2907
18 H -0.3626 1.5202 -1.8325
19 H 0.6243 0.2469 -2.5219
20 H 1.3616 1.7467 -1.6713

Calculated values
**LUMO level**: 0.79 eV
**HOMO**: -9.556 eV
**Frontier orbital gap**: 10.3 eV
**SMILES string**: COC1(OC)CN=NN1C=O
**DFT total energy**: -585.7815 Eh
**Net charge**: 0



No. 8
C4H12 | wB97M-V/def2-TZVPD

Geometry (Å):
1 C 0.6338 -1.7884 -0.3879
2 C -0.2780 -1.0178 -1.3292
3 H 1.5168 -1.2199 -0.1109
4 H 0.2191 -2.2297 0.5373
5 H 0.8318 -2.8074 -0.7427
6 H -0.8006 -1.6569 -2.0111
7 H -1.0589 -0.6092 -0.7339
8 H 0.1142 -0.1441 -1.8032
9 C -0.7950 1.1149 0.9222
10 C 0.4915 1.8215 0.6437
11 H -0.7995 0.0326 0.7579
12 H -1.2306 1.2344 1.9222
13 H -1.6230 1.2867 0.1987
14 H 0.5856 2.4951 -0.1834
15 H 1.3500 1.1628 0.7429
16 H 0.8428 2.3256 1.5774

Calculated values
**LUMO level**: 1.21 eV
**HOMO**: -10.788 eV
**Frontier orbital gap**: 12.0 eV
**SMILES string**: CC.CC
**DFT total energy**: -159.5382 Eh
**Net charge**: 0